Record 1
Entry from the Open Molecules 2025 dataset: 2 unconnected molecules or ions with the total composition C3H7N4S (wB97M-V/def2-TZVPD).

Output
Charge   +1
Energy above the lowest of the compared OMol25 structures with the same formula, charge and spin   28.4 kcal per mole
Multiplicity   1
LUMO   -5.1 eV

The geometry in XYZ format:
```
15
C3H7N4S wB97M-V/def2-TZVPD
C -2.43 -1.24 0.02
C -1.15 0.45 -0.14
C 2.39 -0.10 0.32
N -2.46 0.08 -0.08
N -1.14 -1.66 -0.10
N -0.30 -0.62 -0.06
N 2.23 1.04 -0.25
S -0.60 2.08 -0.01
H -3.42 -1.76 -0.02
H 3.25 -0.86 0.05
H 1.90 -0.41 1.32
H -0.66 -2.58 0.01
H 1.60 1.59 0.19
H 2.70 1.32 -1.11
H -1.92 2.68 -0.14
```

These are the natural (NBO) partial charges, in e, on atoms 1 to 6: 0.188, 0.136, 0.151, -0.465, -0.340, -0.369



Record 2
Entry from the Open Molecules 2025 dataset: C3H7N5 in the gas phase (wB97M-V/def2-TZVPD).

Output
SMILES   [H]/N=c1\cc(N)[nH]n1N
Energy above the lowest of the compared OMol25 structures with the same formula, charge and spin   57.3 kcal per mole
Multiplicity   1
LUMO   0.7 eV

The geometry in XYZ format:
```
15
C3H7N5 wB97M-V/def2-TZVPD
C 1.29 -0.03 0.00
C 0.52 1.08 -0.20
C -0.91 0.70 -0.02
H 3.14 0.72 0.01
H 3.11 -0.90 0.55
H 0.81 2.09 0.08
H -1.78 2.28 0.03
H -2.36 -1.44 0.91
H -2.71 -0.67 -0.41
H 0.69 -1.63 -0.93
N 2.62 -0.14 0.02
N -2.01 1.29 0.05
N -0.85 -0.72 -0.03
N -2.06 -1.43 -0.05
N 0.48 -1.22 -0.02
```

These are the natural (NBO) partial charges, in e, on atoms 1 to 6: 0.383, -0.458, 0.403, 0.399, 0.407, 0.214



Record 3
Entry from the Open Molecules 2025 dataset: C3H7N5 in the gas phase (wB97M-V/def2-TZVPD).

Output
SMILES   [H]/N=c1\cn[nH]n1NC
Energy above the lowest of the compared OMol25 structures with the same formula, charge and spin   132.4 kcal per mole
Multiplicity   1
LUMO   -0.2 eV

The geometry in XYZ format:
```
15
C3H7N5 wB97M-V/def2-TZVPD
C -1.04 0.25 -1.61
C 0.67 0.57 1.77
C -0.17 -0.30 1.06
H -1.64 0.41 -0.59
H -0.88 1.33 -2.14
H -1.55 -0.19 -2.55
H -0.08 -1.51 -1.51
H 2.55 -0.46 -0.25
H 0.36 1.10 2.75
H -1.54 -0.55 2.12
N 0.18 -0.46 -1.42
N 0.65 -0.36 -0.13
N 1.79 0.35 -0.06
N 2.02 0.58 1.38
N -1.33 -0.78 1.19
```

These are the natural (NBO) partial charges, in e, on atoms 1 to 6: -0.466, -0.070, 0.309, 0.233, 0.185, 0.219



Record 4
Entry from the Open Molecules 2025 dataset: 2 unconnected molecules or ions with the total composition C3H7N5 (wB97M-V/def2-TZVPD).

Output
Energy above the lowest of the compared OMol25 structures with the same formula, charge and spin   97.8 kcal per mole
Multiplicity   1
LUMO   -0.8 eV

The geometry in XYZ format:
```
15
C3H7N5 wB97M-V/def2-TZVPD
C -0.10 0.32 0.51
N -0.54 -0.06 -0.75
C 1.55 0.27 -0.03
N -1.15 -1.19 -0.76
N 1.86 1.36 -0.75
N 2.34 -0.63 0.32
C -2.75 0.53 1.40
N -2.96 -0.58 1.09
H -1.37 -1.42 -1.73
H -2.29 -1.29 0.28
H 1.13 1.77 -1.31
H 2.81 1.42 -1.10
H 1.93 -1.46 0.74
H -0.16 -0.41 1.32
H -0.30 1.36 0.76
```

These are the natural (NBO) partial charges, in e, on atoms 1 to 6: -0.332, -0.072, 0.504, -0.421, -0.825, -0.707



Record 5
Entry from the Open Molecules 2025 dataset: C3H7NO in the gas phase (wB97M-V/def2-TZVPD).

Output
SMILES   CCNC=O
Energy above the lowest of the compared OMol25 structures with the same formula, charge and spin   54.5 kcal per mole
Multiplicity   1
LUMO   0.9 eV

The geometry in XYZ format:
```
12
C3H7NO wB97M-V/def2-TZVPD
C -1.75 -0.55 -0.34
C -0.97 0.36 0.55
C 1.30 0.20 -0.23
H -2.07 -0.11 -1.34
H -1.03 -1.28 -0.60
H -2.76 -0.91 0.03
H -0.73 -0.34 1.49
H -1.49 1.06 0.97
H 0.17 1.66 -0.58
H 2.35 0.77 -0.63
N 0.24 0.93 -0.09
O 1.56 -0.93 0.19
```

These are the natural (NBO) partial charges, in e, on atoms 1 to 6: -0.632, -0.216, 0.536, 0.196, 0.228, 0.225



Record 6
Entry from the Open Molecules 2025 dataset: C3H7NO in the gas phase (wB97M-V/def2-TZVPD).

Output
SMILES   CC(C)=[NH+][O-]
Energy above the lowest of the compared OMol25 structures with the same formula, charge and spin   75.7 kcal per mole
Multiplicity   1
LUMO   0.8 eV

The geometry in XYZ format:
```
12
C3H7NO wB97M-V/def2-TZVPD
C -0.04 -0.06 -0.09
C 1.17 -0.97 -0.32
C -0.08 1.40 0.31
N -1.20 -0.58 0.07
O -2.29 -0.11 0.49
H 1.36 -1.25 -1.37
H 0.92 -1.88 0.14
H 2.01 -0.41 0.11
H 0.73 1.85 0.94
H -1.07 1.57 0.77
H -0.16 1.93 -0.65
H -1.36 -1.49 -0.40
```

These are the natural (NBO) partial charges, in e, on atoms 1 to 6: 0.196, -0.649, -0.697, -0.042, -0.569, 0.225



Record 7
Entry from the Open Molecules 2025 dataset: C3H7NO in the gas phase (wB97M-V/def2-TZVPD).

Output
SMILES   C/N=C/CO
Energy above the lowest of the compared OMol25 structures with the same formula, charge and spin   60.6 kcal per mole
Multiplicity   1
LUMO   0.9 eV

The geometry in XYZ format:
```
12
C3H7NO wB97M-V/def2-TZVPD
O 1.87 0.45 0.65
C 1.49 -0.65 -0.12
C 0.13 -0.41 -0.73
C -1.64 0.64 0.21
N -0.36 0.71 -0.44
H 1.22 1.15 0.42
H 1.26 -1.51 0.54
H 2.28 -0.95 -0.81
H -0.48 -1.27 -1.06
H -1.33 0.41 1.24
H -2.30 -0.18 -0.12
H -2.13 1.61 0.21
```

These are the natural (NBO) partial charges, in e, on atoms 1 to 6: -0.726, -0.118, 0.143, -0.426, -0.470, 0.491



Record 8
Entry from the Open Molecules 2025 dataset: 2 unconnected molecules or ions with the total composition C3H7NO (wB97M-V/def2-TZVPD).

Output
Energy above the lowest of the compared OMol25 structures with the same formula, charge and spin   76.0 kcal per mole
Multiplicity   1
LUMO   0.6 eV

The geometry in XYZ format:
```
12
C3H7NO wB97M-V/def2-TZVPD
C 2.43 0.14 0.04
C -1.57 -0.62 0.84
C -0.41 -0.34 -0.23
N 1.32 0.08 0.75
O 2.69 -0.06 -1.10
H 3.27 0.32 0.63
H -1.71 0.25 1.40
H -2.47 -0.98 0.43
H -1.18 -1.28 1.61
H 0.11 -1.06 -0.96
H -0.51 0.58 -0.89
H 1.34 0.17 1.73
```

These are the natural (NBO) partial charges, in e, on atoms 1 to 6: 0.497, -0.645, -0.149, -0.675, -0.629, 0.091



Record 9
Entry from the Open Molecules 2025 dataset: 2 unconnected molecules or ions with the total composition C3H7NO (wB97M-V/def2-TZVPD).

Output
SMILES   CC=O.C=N
Energy above the lowest of the compared OMol25 structures with the same formula, charge and spin   43.4 kcal per mole
Multiplicity   1
LUMO   1.1 eV

The geometry in XYZ format:
```
12
C3H7NO wB97M-V/def2-TZVPD
C -2.10 -0.26 0.27
N -1.26 0.66 0.53
C 0.85 -0.28 -0.93
O 0.42 -1.40 -1.07
C 1.83 0.12 0.15
H 0.59 0.52 -1.64
H -3.10 -0.31 0.71
H -1.81 -1.04 -0.43
H -1.63 1.33 1.20
H 2.82 0.23 -0.29
H 1.86 -0.65 0.92
H 1.53 1.08 0.59
```

These are the natural (NBO) partial charges, in e, on atoms 1 to 6: -0.030, -0.626, 0.467, -0.567, -0.720, 0.108



Record 10
Entry from the Open Molecules 2025 dataset: 2 unconnected molecules or ions with the total composition C3H7NO (wB97M-V/def2-TZVPD).

Output
SMILES   O=C[C@H]1CN1.[H][H]
Energy above the lowest of the compared OMol25 structures with the same formula, charge and spin   74.8 kcal per mole
Multiplicity   1
LUMO   0.9 eV

The geometry in XYZ format:
```
12
C3H7NO wB97M-V/def2-TZVPD
O -0.97 -1.29 -1.15
C 0.21 -1.12 -0.98
C 0.81 -0.45 0.22
C 0.37 0.91 0.67
N -0.05 -0.28 1.38
H -2.14 0.61 -1.07
H -2.25 1.32 -1.29
H 0.95 -1.47 -1.73
H 1.87 -0.67 0.37
H -0.42 1.42 0.12
H 1.13 1.55 1.10
H 0.48 -0.41 2.23
```

These are the natural (NBO) partial charges, in e, on atoms 1 to 6: -0.504, 0.429, -0.220, -0.227, -0.550, 0.029



Record 11
Entry from the Open Molecules 2025 dataset: a molecular structure, C3H7NO (wB97M-V/def2-TZVPD).

Output
Energy above the lowest of the compared OMol25 structures with the same formula, charge and spin   131.1 kcal per mole
Multiplicity   1
LUMO (alpha / beta)   -0.5 / -0.5 eV

The geometry in XYZ format:
```
12
C3H7NO wB97M-V/def2-TZVPD
C -1.24 -0.22 0.06
C 0.21 0.30 0.14
N 0.52 1.23 -0.82
O -0.07 2.30 -0.43
C 1.21 -0.81 0.35
H -1.29 -1.07 -0.64
H -1.95 0.54 -0.28
H -1.57 -0.58 1.04
H -0.27 1.60 0.64
H 1.08 -1.63 -0.36
H 1.09 -1.23 1.36
H 2.24 -0.44 0.27
```

These are the natural (NBO) partial charges, in e, on atoms 1 to 6: -0.604, -0.174, 0.127, -0.397, -0.635, 0.204



Record 12
Entry from the Open Molecules 2025 dataset: C3H7NO in the gas phase (wB97M-V/def2-TZVPD).

Output
SMILES   OC[C@H]1CN1
Energy above the lowest of the compared OMol25 structures with the same formula, charge and spin   63.9 kcal per mole
Multiplicity   1
LUMO   1.0 eV

The geometry in XYZ format:
```
12
C3H7NO wB97M-V/def2-TZVPD
O 1.99 0.60 0.28
C 1.18 -0.46 -0.13
C -0.23 -0.11 -0.61
C -1.32 -0.13 0.38
N -0.79 1.13 -0.11
H 1.70 0.63 1.19
H 1.01 -1.01 0.89
H 1.70 -0.94 -0.98
H -0.49 -0.44 -1.62
H -1.04 -0.36 1.41
H -2.31 -0.46 0.08
H -1.41 1.55 -0.80
```

These are the natural (NBO) partial charges, in e, on atoms 1 to 6: -0.691, -0.071, -0.131, -0.256, -0.577, 0.463



Record 13
Entry from the Open Molecules 2025 dataset: C3H7NO in the gas phase (wB97M-V/def2-TZVPD).

Output
SMILES   NC1(O)CC1
Energy above the lowest of the compared OMol25 structures with the same formula, charge and spin   64.6 kcal per mole
Multiplicity   1
LUMO   1.1 eV

The geometry in XYZ format:
```
12
C3H7NO wB97M-V/def2-TZVPD
C 0.41 -1.06 -0.64
C -0.02 0.36 -0.95
C -0.06 0.15 0.50
O 1.01 0.41 1.34
N -1.26 0.40 1.16
H 1.41 -1.29 -1.07
H 1.59 -0.30 1.02
H -0.27 -1.88 -0.84
H -0.97 0.50 -1.44
H 0.77 1.03 -1.28
H -2.08 0.72 0.66
H -1.33 0.33 2.17
```

These are the natural (NBO) partial charges, in e, on atoms 1 to 6: -0.593, -0.473, 0.481, -0.703, -0.840, 0.215



Record 14
Entry from the Open Molecules 2025 dataset: C3H7NO in the gas phase (wB97M-V/def2-TZVPD).

Output
SMILES   CCNC=O
Energy above the lowest of the compared OMol25 structures with the same formula, charge and spin   17.8 kcal per mole
Multiplicity   1
LUMO   0.9 eV

The geometry in XYZ format:
```
12
C3H7NO wB97M-V/def2-TZVPD
C 0.79 1.25 -0.89
C 0.58 -0.14 -0.29
C -1.19 -1.35 1.05
H 0.97 1.96 -0.03
H 1.63 1.20 -1.63
H -0.14 1.57 -1.36
H 1.42 -0.33 0.36
H 0.64 -0.99 -1.04
H -1.25 0.57 0.70
H -0.62 -2.25 0.86
N -0.69 -0.24 0.44
O -2.14 -1.27 1.84
```

These are the natural (NBO) partial charges, in e, on atoms 1 to 6: -0.616, -0.213, 0.527, 0.213, 0.228, 0.212



Record 15
Entry from the Open Molecules 2025 dataset: C3H7NO in the gas phase (wB97M-V/def2-TZVPD).

Output
SMILES   C[C@@H]1O[C@@H]1N
Energy above the lowest of the compared OMol25 structures with the same formula, charge and spin   93.1 kcal per mole
Multiplicity   1
LUMO   0.5 eV

The geometry in XYZ format:
```
12
C3H7NO wB97M-V/def2-TZVPD
C 0.53 0.29 -1.63
C -0.20 0.46 -0.34
C -0.02 0.01 1.03
O 1.24 0.40 0.70
N -0.39 -1.23 1.62
H 0.98 1.28 -1.80
H 1.35 -0.42 -1.51
H -0.11 0.09 -2.48
H -1.04 1.17 -0.42
H -0.45 0.84 1.61
H -0.76 -1.87 0.93
H -1.13 -1.02 2.29
```

These are the natural (NBO) partial charges, in e, on atoms 1 to 6: -0.654, 0.073, 0.197, -0.527, -0.832, 0.236



Record 16
Entry from the Open Molecules 2025 dataset: 2 unconnected molecules or ions with the total composition C3H7NO (wB97M-V/def2-TZVPD).

Output
SMILES   C=NC.C=O
Energy above the lowest of the compared OMol25 structures with the same formula, charge and spin   64.4 kcal per mole
Multiplicity   1
LUMO   1.1 eV

The geometry in XYZ format:
```
12
C3H7NO wB97M-V/def2-TZVPD
O 0.42 1.04 -1.63
C -0.24 1.11 -2.63
H 0.16 1.44 -3.60
H -1.30 0.79 -2.63
C 1.06 -0.17 1.08
C -1.08 -1.00 1.47
N -0.34 -0.30 0.74
H 1.23 -0.18 2.17
H 1.42 0.80 0.75
H 1.64 -0.96 0.62
H -2.13 -1.17 1.20
H -0.84 -1.38 2.48
```

These are the natural (NBO) partial charges, in e, on atoms 1 to 6: -0.483, 0.282, 0.099, 0.103, -0.448, -0.059



Record 17
Entry from the Open Molecules 2025 dataset: C3H7NO in the gas phase (wB97M-V/def2-TZVPD).

Output
SMILES   C/C=[N+](/C)[O-]
Energy above the lowest of the compared OMol25 structures with the same formula, charge and spin   86.5 kcal per mole
Multiplicity   1
LUMO   0.9 eV

The geometry in XYZ format:
```
12
C3H7NO wB97M-V/def2-TZVPD
C 0.00 -0.27 -0.68
C -1.34 -0.77 -0.95
C 1.42 0.79 0.90
N 0.03 0.41 0.44
O -0.91 0.54 1.26
H 0.84 -0.59 -1.28
H -1.99 -0.43 -1.77
H -1.87 -0.51 0.06
H -1.20 -1.84 -1.09
H 1.89 -0.11 1.18
H 1.97 1.30 0.20
H 1.15 1.49 1.72
```

These are the natural (NBO) partial charges, in e, on atoms 1 to 6: -0.019, -0.718, -0.438, 0.128, -0.534, 0.205



Record 18
Entry from the Open Molecules 2025 dataset: 2 unconnected molecules or ions with the total composition C3H7NO (wB97M-V/def2-TZVPD).

Output
SMILES   C=CO.C=N
Energy above the lowest of the compared OMol25 structures with the same formula, charge and spin   96.0 kcal per mole
Multiplicity   1
LUMO   0.7 eV

The geometry in XYZ format:
```
12
C3H7NO wB97M-V/def2-TZVPD
C -2.05 0.59 0.16
N -2.13 1.36 -0.86
H -1.51 -0.36 0.04
H -2.54 0.81 1.11
H -1.71 2.29 -0.78
C 2.21 0.17 0.52
C 1.24 -0.43 -0.15
O 0.68 -1.59 0.30
H 2.73 1.03 0.13
H 2.76 -0.48 1.20
H 0.90 -0.07 -1.13
H 0.60 -2.29 -0.34
```

These are the natural (NBO) partial charges, in e, on atoms 1 to 6: 0.055, -0.731, 0.158, 0.132, 0.384, -0.495